This record from OMol25 describes a structure of composition C11H9N7O2RhSbSe4. The level of theory is ωB97M-V/def2-TZVPD.

multiplicity: 1
E_HOMO: -0.05513 Eh
LUMO: 3.80 eV
energy above the lowest of the compared OMol25 structures with the same formula, charge and spin: 84.8 kJ/mol
gap between HOMO and LUMO: 5.299 eV
charge: -2

The geometry in XYZ format:
```
35
Properties=species:S:1:pos:R:3:forces:R:3:mulliken_charge:R:1
Rh 0.042480 0.239282 0.149047 -0.1 -0.1 0.1 0.2675
Se -4.392808 2.858214 -1.251154 0.0 0.0 -0.1 -0.7457
Sb -2.001624 2.610130 -1.537201 0.0 0.0 0.2 0.7028
Se -0.787854 2.460347 0.689646 0.0 0.1 0.0 -0.4341
Se -1.368547 0.171790 -1.911590 0.0 0.0 -0.1 -0.6420
Se -0.907365 4.133933 -3.071531 0.0 0.0 0.0 -0.7257
N 0.814720 -1.700953 -0.397414 0.0 0.0 0.0 -0.4275
N -0.021468 -2.756555 -0.005438 0.1 0.0 0.0 -0.3469
C -1.117258 -2.518506 0.782499 0.0 -0.1 0.0 0.5050
N -1.766451 -3.664262 1.114767 0.0 0.0 -0.1 -0.4482
N -1.403545 -1.286203 1.107854 0.0 0.0 0.0 0.0948
N -2.586775 -1.034116 1.813965 0.2 0.0 0.3 0.7632
O -2.908086 0.107381 1.881745 -0.1 0.1 -0.1 -0.4768
O -3.176094 -1.960933 2.394562 0.0 -0.1 -0.2 -0.7914
H 0.927221 -1.692040 -1.405273 0.0 0.0 0.0 0.3285
H 1.701001 -1.719644 0.099116 0.0 0.0 0.0 0.2993
H 0.430080 -3.640935 0.166528 0.0 0.0 0.0 0.2541
H -1.748116 -4.379161 0.406381 0.0 0.0 0.0 0.2103
H -2.635019 -3.503007 1.609225 0.0 0.0 0.0 0.3072
N 1.924362 -0.418336 2.619970 0.0 0.0 0.0 -0.8482
C 1.216558 0.011774 1.806124 0.0 0.0 -0.1 0.2637
N 7.266193 4.752446 -4.947552 0.0 0.0 0.0 -0.5970
C 6.433625 4.215036 -4.359317 0.0 0.0 0.0 0.1101
C 5.398063 3.547201 -3.625791 0.0 0.0 0.0 0.5967
C 5.728760 2.536027 -2.722223 0.0 0.0 0.0 -0.5654
C 4.735717 1.889062 -2.015630 0.0 0.0 0.0 -0.5072
C 3.384832 2.230227 -2.187150 -0.1 0.1 -0.1 0.3715
C 3.064321 3.250015 -3.101036 0.0 0.0 0.0 -0.3637
C 4.056194 3.898501 -3.806419 0.0 0.0 0.0 -0.6021
C 2.350603 1.575818 -1.470163 0.1 -0.1 0.2 -0.0044
C 1.438273 1.108658 -0.818952 0.1 0.0 0.0 -0.1220
H 6.767928 2.266936 -2.579588 0.0 0.0 0.0 0.4015
H 4.988451 1.109665 -1.308753 0.0 0.0 0.0 0.4279
H 2.019430 3.507391 -3.238366 0.0 0.0 0.0 0.3108
H 3.798386 4.682971 -4.506534 0.0 0.0 0.0 0.4333
```
Positions in Å, forces in eV/Å.